DFT (the ωB97M-V functional and the def2-TZVPD basis) results for C42H31IrN7O5PSSe as an isolated structure in a non-equilibrium geometry.

Computed properties:
Electronic energy ... -5623.76224 Eh
Charge ... +1
Spin multiplicity ... 2
Frontier orbital gap (alpha / beta) ... 7.0860 / 5.4815 eV
F_max ... 1.38 eV/Å
Molecular weight ... 1047.97 g/mol
Energy above the lowest of the compared OMol25 structures with the same formula, charge and spin ... 19.7 kcal/mol

```
89
C42H31IrN7O5PSSe the ωB97M-V functional and the def2-TZVPD basis
C 2.03 0.83 3.54
C -3.33 -2.07 -2.28
N -0.06 1.12 2.48
H -1.68 -5.06 -1.40
H 2.54 2.55 -1.87
H 4.78 0.25 5.41
C 3.14 -0.33 -1.26
C 0.18 1.99 4.70
C -5.52 -1.73 -1.33
H 5.33 -1.04 3.33
H -6.58 -1.57 -1.47
H 0.44 -5.13 3.07
C -1.91 2.15 3.55
H -1.34 -7.21 -0.24
Se 2.13 2.73 8.03
C -1.38 5.58 -4.91
C 1.98 -2.72 -3.25
C -0.03 -2.15 -2.08
H 2.68 3.05 -3.56
C -0.27 -1.09 -2.97
C -4.98 -1.80 -0.05
N 3.13 1.80 6.88
C -0.22 -3.93 1.44
C -2.80 -2.13 -1.00
H -2.70 -2.20 -3.15
H -2.81 2.45 -0.51
C 0.17 2.03 -0.67
H -5.63 -1.71 0.81
H -3.15 4.18 -0.47
H -0.29 -7.25 1.99
H -1.81 3.53 0.48
C 4.41 -0.49 3.42
C -4.69 -1.88 -2.45
N 4.07 -0.45 -2.12
C -0.19 3.01 -1.70
C 2.41 1.61 5.81
H -1.56 2.92 5.53
N 0.73 2.79 6.93
H -2.74 5.01 -2.63
C -0.03 -5.13 2.10
C 2.04 2.54 -2.84
C 0.69 3.21 -2.77
C 4.10 0.22 4.56
H -3.20 -2.04 1.12
C -1.78 4.50 -2.68
S 0.27 -2.39 2.18
H 3.71 -1.03 1.44
C -1.22 -5.08 -0.43
C 5.16 -1.18 -1.88
C 3.52 -0.49 2.35
O 0.99 -2.68 3.39
H -0.53 6.11 -5.34
C -0.95 4.70 -3.77
C 0.61 -0.88 -4.01
C 2.88 0.89 4.64
Ir 1.00 0.35 0.91
O 1.10 2.23 0.20
N 2.38 0.19 2.40
H -5.12 -1.85 -3.44
C -1.43 3.65 -1.64
H 2.87 -3.33 -3.36
C 1.11 -2.94 -2.21
O -0.38 0.88 -0.58
C -0.43 -6.31 1.49
H 1.32 -3.72 -1.48
H 0.43 -0.07 -4.71
H -1.11 -0.43 -2.82
N 6.13 -1.79 -1.73
P -1.06 -2.33 -0.66
H -1.83 4.98 -5.71
C -1.33 1.49 2.47
C -1.03 -6.29 0.23
O 1.16 -1.81 1.10
N 2.21 -0.21 -0.58
H 0.95 4.23 -4.63
C 0.69 1.35 3.57
C 0.28 4.05 -3.80
C -2.35 3.44 -0.47
H -1.90 1.24 1.58
H 2.43 -1.51 -4.96
C -3.63 -1.99 0.12
C 1.73 -1.69 -4.16
C -0.80 -3.90 0.18
C 1.07 2.17 5.83
H -2.11 6.31 -4.59
O -0.96 -1.65 2.32
H 1.95 1.50 -3.15
C -1.15 2.41 4.67
H -2.95 2.44 3.50
```

DFT (the ωB97M-V functional and the def2-TZVPD basis) results for C42H32I2IrN4O2P as an isolated structure.

Computed properties:
Electronic energy ... -3029.29909 Eh
Charge ... +3
Spin multiplicity ... 2
Frontier orbital gap (alpha / beta) ... 5.4810 / 4.4202 eV
F_max ... 0.59 eV/Å
Molecular weight ... 1101.74 g/mol
Energy above the lowest of the compared OMol25 structures with the same formula, charge and spin ... 12.6 kcal/mol

```
84
C42H32I2IrN4O2P the ωB97M-V functional and the def2-TZVPD basis
C 4.71 0.76 1.66
C -3.72 1.47 3.84
H 3.67 -3.95 -3.33
H 5.04 -2.17 2.18
H -2.11 4.57 -2.36
H -4.52 1.53 4.57
O 3.98 -1.96 -2.90
H -2.45 0.43 -2.42
C -6.84 0.16 -1.14
C -3.93 1.91 2.55
H 3.70 -2.61 4.21
C 1.97 -1.87 0.83
H -4.84 0.78 -2.85
H -0.48 3.38 2.27
H 0.64 4.45 4.13
C 5.10 1.00 2.99
H 1.23 -2.62 4.08
C -4.95 -0.56 0.26
C 1.10 2.02 1.77
C 1.92 -2.84 -3.81
H 3.95 -1.67 0.03
N -2.69 -0.34 -0.52
H 4.58 2.05 4.77
C -0.19 1.28 -1.86
H 5.43 0.35 0.97
O -1.10 -1.96 -2.08
H -3.10 2.19 0.60
P -0.26 1.19 0.83
C -3.59 -0.69 0.42
H 6.09 0.72 3.32
H 2.72 3.44 5.02
H -2.72 -1.99 -4.57
H -0.47 0.58 3.61
C 3.43 -2.96 -3.74
H -1.41 3.26 -4.32
C -2.30 -2.98 -4.39
Ir -0.62 -0.78 -0.38
C -4.52 0.35 -1.91
C -1.66 1.36 1.98
H -2.78 -3.38 -3.50
C 1.28 -3.15 -5.05
C 1.74 -2.30 -1.43
C -5.44 -0.02 -0.93
I 3.23 1.08 -0.86
C -1.31 3.20 -0.93
C 3.45 1.08 1.22
C -1.59 3.64 -2.22
C 1.24 -2.14 1.98
C -0.50 1.70 -3.16
C -2.48 0.97 4.21
C -2.91 1.84 1.61
C 2.28 3.10 4.09
N -7.97 0.31 -1.30
C 1.14 -2.44 -2.75
H 3.85 -2.93 -4.74
C 1.14 3.64 3.61
I -0.82 -2.28 1.69
H 0.54 0.47 -1.76
C 0.53 3.05 2.50
C -0.83 -2.87 -4.22
C 3.35 -1.89 0.91
H -1.62 3.80 -0.08
H 4.59 -1.42 -3.39
C -1.20 2.89 -3.33
N 1.26 -1.68 -0.41
H -2.51 -3.60 -5.26
H -0.15 1.15 -4.02
N -0.04 -3.19 -5.22
C -1.45 0.92 3.29
C 2.99 2.13 3.33
H 2.66 -2.85 -1.28
C 3.21 -2.41 3.27
H 1.88 -3.37 -5.92
H -4.89 2.32 2.26
C 3.96 -2.16 2.13
H -5.62 -0.86 1.05
C 1.82 -2.41 3.20
C -3.17 0.17 -1.67
C -0.28 -2.39 -2.95
H -2.31 0.64 5.23
C 2.48 1.68 2.07
C -0.60 2.02 -0.74
H -3.22 -1.05 1.37
C 4.26 1.72 3.79
```

DFT (the ωB97M-V functional and the def2-TZVPD basis) results for C42H33CdN17O3 as an isolated structure.

Computed properties:
Electronic energy ... -2944.65485 Eh
Frontier orbital gap ... 7.4688 eV
F_max ... 0.59 eV/Å
Molecular weight ... 936.25 g/mol
Energy above the lowest of the compared OMol25 structures with the same formula, charge and spin ... 11.1 kcal/mol

```
96
C42H33CdN17O3 the ωB97M-V functional and the def2-TZVPD basis
N 3.82 -0.28 -3.99
C 4.40 1.19 -2.46
N 2.14 1.87 3.05
N -1.73 -0.83 3.15
N -2.40 2.60 1.63
N 0.53 -4.67 1.93
H 1.12 3.91 -4.51
H -1.34 -1.52 5.98
N 0.47 -4.46 0.60
C -0.45 -0.90 5.97
Cd 0.42 -0.03 0.56
H 0.93 5.44 1.67
C 0.33 -0.73 7.10
C -0.64 -0.22 3.45
C 1.19 1.06 3.39
C -2.30 -2.47 -3.25
H -2.61 1.82 -4.39
H -2.07 -0.17 -1.28
H -1.27 3.04 3.29
O -1.19 -1.69 -3.38
H 1.06 -0.31 -3.82
C 0.54 0.61 -4.02
H -2.17 -6.58 0.08
H 2.69 4.30 -1.54
C 1.08 0.54 4.78
C -1.03 -4.25 -2.08
H 0.06 -1.22 8.03
C -3.44 -4.29 -2.05
C -0.70 4.28 1.60
C 1.25 1.80 -4.18
N -3.36 -1.87 -3.68
C 2.28 2.43 1.79
C -3.74 -1.15 1.97
C 2.76 1.89 -4.22
N 1.58 2.06 0.70
H 5.26 -1.67 -3.36
O 2.89 -1.03 0.16
H -4.15 -1.42 2.93
C -3.91 -0.79 -0.38
C 1.47 0.08 7.07
C 1.86 0.73 5.90
C 0.57 2.99 -4.39
H 3.81 3.69 2.57
C -2.38 -0.79 1.93
N 0.49 -2.47 1.47
H -3.38 2.36 -0.18
C 2.62 3.78 -0.59
N 0.27 4.98 2.27
H 3.05 2.88 -3.86
C 4.81 -0.70 -3.23
H -0.10 -3.81 -2.45
C 1.75 2.72 -0.45
H -5.55 -1.42 0.87
C 0.45 -3.16 0.35
C 3.40 4.14 0.51
H 2.74 1.36 5.87
H 1.15 -5.55 -1.06
H -4.37 -3.86 -2.38
N -2.96 -0.62 -4.10
H 0.27 -6.46 0.18
H 0.43 -2.73 -0.64
C -3.41 -5.35 -1.17
C -4.50 -1.15 0.83
H -4.46 -0.78 -1.31
N 3.55 0.94 -3.47
C -2.61 2.91 0.34
H 4.12 4.95 0.44
N 2.57 -1.16 -1.00
C -1.00 -5.25 -1.12
C -1.53 1.83 -4.34
C -0.85 0.64 -4.11
C -1.46 3.28 2.25
H 4.39 2.11 -1.90
N -0.91 4.58 0.32
H 1.17 2.38 -1.29
H 0.69 4.51 3.06
H 0.59 -3.25 3.48
C -1.69 -0.55 -3.90
O 1.36 -0.78 -1.27
C -0.05 -0.26 4.81
C -2.19 -5.81 -0.68
C 0.55 -3.45 2.42
C 0.29 -5.53 -0.38
H 2.06 0.19 7.97
C -2.57 -0.47 -0.36
C -1.88 3.89 -0.29
H -2.05 4.13 -1.34
C -2.24 -3.72 -2.49
N 0.16 0.56 2.66
C 3.23 3.46 1.69
N -1.82 -0.46 0.75
H -4.33 -5.80 -0.83
C -0.82 3.01 -4.48
N 5.22 0.18 -2.28
H -1.34 3.94 -4.65
H 3.09 1.82 -5.25
```

Q: Among the records above, which one has the highest electronic energy?
A: C42H33CdN17O3

Q: The lowest electronic energy belongs to which entry?
A: C42H31IrN7O5PSSe